[1]
The molecule C16H14N4. Source: the Open Molecules 2025 dataset; level of theory: ωB97M-V/def2-TZVPD.

The geometry in ORCA input format:
```
! wB97M-V def2-TZVPD RIJCOSX def2/J DEFGRID3
* xyz 0 1
C 1.424 3.570 -0.525
C 1.204 2.345 -1.143
C 0.092 1.605 -0.802
C -0.764 2.116 0.184
N -1.876 1.445 0.627
C -2.227 0.122 0.353
C -3.533 -0.185 -0.011
C -3.906 -1.488 -0.284
C -2.974 -2.507 -0.178
C -1.682 -2.225 0.225
C -1.288 -0.918 0.501
N -0.023 -0.629 1.000
C 1.194 -1.097 0.588
C 1.376 -1.913 -0.537
C 2.659 -2.302 -0.859
C 3.722 -1.877 -0.071
C 3.438 -1.055 1.005
N 2.217 -0.670 1.330
N -0.576 3.309 0.746
C 0.489 4.008 0.394
H 2.286 4.171 -0.767
H 1.889 1.977 -1.894
H -0.131 0.673 -1.294
H -2.564 2.031 1.078
H -4.253 0.616 -0.093
H -4.921 -1.707 -0.577
H -3.258 -3.527 -0.385
H -0.974 -3.025 0.373
H 0.042 0.139 1.655
H 0.537 -2.203 -1.149
H 2.834 -2.925 -1.725
H 4.736 -2.167 -0.295
H 4.223 -0.676 1.646
H 0.588 4.968 0.884
*
```

***

[2]
The molecule C16H14N4O3S4. Source: the Open Molecules 2025 dataset; level of theory: ωB97M-V/def2-TZVPD.

The geometry in ORCA input format:
```
! wB97M-V def2-TZVPD RIJCOSX def2/J DEFGRID3
* xyz 0 1
N 0.520 -3.423 2.469
S -1.118 -3.095 2.730
O -1.856 -4.057 1.967
O -1.342 -2.984 4.141
C -1.272 -1.492 1.969
C -1.174 -0.348 2.732
C -1.296 0.880 2.100
C -1.510 0.954 0.735
C -1.600 -0.210 -0.025
N -1.776 -0.206 -1.410
C -1.997 0.861 -2.229
O -2.235 1.984 -1.863
C -1.961 0.472 -3.708
S -1.088 1.742 -4.684
C 0.267 1.994 -3.643
N 0.483 1.289 -2.596
N 1.529 1.739 -1.878
C 1.767 1.099 -0.643
C 2.082 1.825 0.497
C 2.256 1.159 1.696
C 2.107 -0.216 1.764
C 1.783 -0.935 0.625
C 1.611 -0.281 -0.579
C 2.217 2.795 -2.383
S 3.572 3.473 -1.787
S 1.413 3.295 -3.896
C -1.479 -1.446 0.609
H 0.641 -4.341 2.072
H 1.049 -3.332 3.323
H -1.025 -0.436 3.795
H -1.228 1.791 2.674
H -1.614 1.911 0.251
H -1.674 -1.115 -1.839
H -1.473 -0.487 -3.880
H -2.973 0.457 -4.113
H 2.188 2.896 0.447
H 2.504 1.722 2.582
H 2.241 -0.731 2.702
H 1.659 -2.005 0.685
H 1.361 -0.825 -1.477
H -1.557 -2.375 0.066
*
```

***

[3]
The molecule C16H14N4OS2. Source: the Open Molecules 2025 dataset; level of theory: ωB97M-V/def2-TZVPD.

The geometry in ORCA input format:
```
! wB97M-V def2-TZVPD RIJCOSX def2/J DEFGRID3
* xyz 0 1
C -1.476 -1.143 2.217
C -1.863 -0.914 0.778
N -1.215 -1.342 -0.233
N -0.082 -2.050 -0.103
C 0.632 -2.432 -1.199
O 0.309 -2.238 -2.340
C 1.888 -3.235 -0.858
S 2.691 -2.803 0.715
C 2.953 -1.115 0.417
N 2.540 -0.520 -0.636
C 2.858 0.807 -0.624
C 2.547 1.723 -1.622
C 2.942 3.034 -1.461
C 3.638 3.443 -0.325
C 3.953 2.549 0.681
C 3.559 1.232 0.526
S 3.804 -0.118 1.605
C -3.067 -0.139 0.470
C -3.699 -0.282 -0.769
C -4.834 0.456 -1.038
C -5.309 1.317 -0.058
N -4.710 1.482 1.108
C -3.622 0.781 1.363
H -0.682 -0.455 2.511
H -2.327 -0.993 2.872
H -1.116 -2.163 2.361
H 0.303 -2.254 0.820
H 1.631 -4.293 -0.771
H 2.609 -3.106 -1.664
H 2.006 1.387 -2.492
H 2.710 3.758 -2.227
H 3.937 4.475 -0.227
H 4.490 2.863 1.562
H -3.284 -0.970 -1.489
H -5.346 0.364 -1.983
H -6.205 1.906 -0.209
H -3.165 0.985 2.322
*
```

***

[4]
A structure of composition C16H15AuBF2N5. Source: the Open Molecules 2025 dataset; level of theory: ωB97M-V/def2-TZVPD.

The geometry in ORCA input format:
```
! wB97M-V def2-TZVPD RIJCOSX def2/J DEFGRID3
* xyz 2 1
Au 0.165 -0.609 0.205
C -1.488 1.198 -1.768
N -0.894 1.569 -0.474
C -1.756 1.860 0.683
C -2.054 0.678 1.575
N -1.225 -0.340 1.788
C -1.803 -1.140 2.784
C -1.348 -2.304 3.393
C -2.164 -2.852 4.361
C -3.393 -2.266 4.710
C -3.849 -1.112 4.107
C -3.021 -0.570 3.133
N -3.147 0.570 2.329
C -1.673 -0.283 -1.994
N -0.881 -1.230 -1.514
C -1.294 -2.450 -2.066
C -0.793 -3.738 -1.915
C -1.437 -4.734 -2.617
C -2.546 -4.461 -3.439
C -3.046 -3.185 -3.591
C -2.391 -2.187 -2.878
N -2.607 -0.808 -2.790
H -2.428 1.725 -1.953
H -0.781 1.534 -2.531
H -0.304 2.376 -0.627
H -1.203 2.572 1.300
H -2.686 2.352 0.387
H -0.398 -2.751 3.133
H -1.849 -3.751 4.872
H -3.998 -2.734 5.474
H -4.789 -0.658 4.389
H -3.906 1.235 2.361
H 0.066 -3.947 -1.291
H -1.079 -5.751 -2.543
H -3.019 -5.276 -3.968
H -3.890 -2.978 -4.234
H -3.309 -0.286 -3.293
F 2.533 0.863 0.309
B 2.146 -0.347 0.092
F 2.773 -1.453 -0.115
*
```

***

[5]
A structure of composition C16H15BCl3MoN10O6. Source: the Open Molecules 2025 dataset; level of theory: ωB97M-V/def2-TZVPD.

The geometry in ORCA input format:
```
! wB97M-V def2-TZVPD RIJCOSX def2/J DEFGRID3
* xyz 2 2
Mo 0.073 0.129 0.100
C -4.338 -0.204 -0.214
C -3.109 0.305 -0.615
N -2.127 -0.203 0.133
N -2.706 -1.042 1.023
C -4.035 -1.057 0.825
B -1.791 -1.898 1.914
N -0.883 -0.993 2.771
C -0.697 -0.937 4.102
C 0.199 0.070 4.390
C 0.535 0.608 3.156
N -0.112 -0.042 2.181
N -0.930 -2.750 0.966
C -0.766 -4.064 0.707
C 0.084 -4.212 -0.364
C 0.421 -2.913 -0.723
N -0.195 -2.041 0.067
N -2.707 -2.686 2.909
C -2.928 -3.934 3.203
C -3.936 -3.984 4.227
C -4.250 -2.618 4.465
N -3.540 -1.840 3.705
H -5.308 0.016 -0.622
H -2.896 0.997 -1.410
H -4.690 -1.663 1.427
H -1.212 -1.604 4.771
H 0.557 0.371 5.359
H 1.206 1.415 2.916
H -1.242 -4.836 1.279
H 0.416 -5.131 -0.814
H 1.096 -2.569 -1.487
H -2.423 -4.766 2.745
H -4.345 -4.870 4.689
H -4.963 -2.203 5.161
C 1.890 0.796 -3.081
C 0.642 1.048 -2.331
O -0.240 0.239 -2.073
H 1.633 0.816 -4.145
H 2.262 -0.195 -2.833
H 2.636 1.561 -2.884
Cl 4.983 0.529 -1.197
C 4.337 -0.203 0.289
Cl 5.174 0.441 1.698
Cl 4.514 -1.948 0.220
C 2.853 0.167 0.350
N 1.886 -0.593 0.045
O -0.767 3.991 -1.322
N -0.483 2.875 -1.174
O 0.481 2.403 -2.112
O -0.892 2.097 -0.310
O 1.293 1.695 0.572
O 2.658 1.438 0.682
*
```

The expectation value of S² is 0.76.

***

[6]
A structure of composition C16H15BCl3MoN10O6. Source: the Open Molecules 2025 dataset; level of theory: ωB97M-V/def2-TZVPD.

The geometry in ORCA input format:
```
! wB97M-V def2-TZVPD RIJCOSX def2/J DEFGRID3
* xyz 2 4
Mo 1.168 0.693 0.335
C -0.646 -0.774 3.982
C 0.122 0.143 3.290
N 0.205 -0.221 1.998
N -0.489 -1.376 1.852
C -1.022 -1.713 3.027
B -0.627 -1.994 0.436
N 0.779 -2.270 -0.153
C 1.296 -3.339 -0.760
C 2.566 -3.026 -1.236
C 2.751 -1.700 -0.904
N 1.664 -1.244 -0.252
N -1.322 -0.955 -0.458
C -2.421 -0.924 -1.208
C -2.530 0.331 -1.805
C -1.430 1.035 -1.365
N -0.692 0.256 -0.544
N -1.348 -3.306 0.573
C -0.916 -4.409 1.263
C -1.892 -5.359 1.175
C -2.907 -4.749 0.408
N -2.579 -3.523 0.052
H -0.902 -0.765 5.026
H 0.619 1.032 3.644
H -1.651 -2.582 3.132
H 0.742 -4.259 -0.846
H 3.247 -3.675 -1.758
H 3.585 -1.047 -1.102
H -3.065 -1.787 -1.268
H -3.308 0.669 -2.466
H -1.114 2.040 -1.586
H 0.037 -4.447 1.769
H -1.871 -6.349 1.597
H -3.856 -5.167 0.110
C 0.897 4.390 -4.170
C 1.046 3.772 -2.824
O 0.290 3.768 -1.906
H 0.013 5.018 -4.175
H 0.801 3.603 -4.921
H 1.786 4.970 -4.415
Cl 0.527 6.154 0.882
C -0.554 4.962 1.590
Cl -2.190 5.093 0.948
Cl -0.539 5.031 3.350
C -0.044 3.630 1.207
N 0.374 2.611 0.904
O 2.669 3.232 -0.607
N 2.476 2.496 -1.530
O 2.253 3.032 -2.779
O 1.831 1.338 -1.385
O 2.710 0.886 1.436
O 3.459 0.776 2.435
*
```

The expectation value of S² is 3.88.

***

Energy above the lowest of the compared OMol25 structures with the same formula, charge and spin for the records above, in order: 0.000 0.059 0.000 2.503 2.117 1.345 eV